Record 1
# C4H7NO

C4H7NO in the gas phase (ωB97M-V with the def2-TZVPD basis set, the OMol25 dataset).

Each line ends with the Löwdin charge.
Cartesian coordinates (Å):
1 O -1.714 -1.221 0.463  -0.024
2 C -1.014 -0.221 -0.235  -0.327
3 C -0.365 0.827 0.712  -0.063
4 C 1.064 0.751 -1.127  -0.066
5 N 1.001 0.267 0.337  -0.072
6 C 0.396 -0.534 -0.755  -0.251
7 H -1.147 -1.542 1.177  0.091
8 H -1.676 0.138 -1.023  0.146
9 H -0.644 0.753 1.763  0.116
10 H -0.470 1.855 0.343  0.113
11 H 2.081 0.590 -1.484  0.025
12 H 1.767 -0.152 0.875  0.172
13 H 0.743 -1.548 -0.975  0.141

Computed properties:
- LUMO level (eV) = 0.6252
- energy relative to the best compared isomer or geometry (same formula, charge and spin) (kJ/mol) = 515.67
- E (Eh) = -286.43524

=====

Record 2
# C3H14O4

5 unconnected molecules or ions with the total composition C3H14O4 in a non-equilibrium geometry (ωB97M-V with the def2-TZVPD basis set, the OMol25 dataset).

Each line ends with the Löwdin charge.
Cartesian coordinates (Å):
1 C 0.221 -1.237 1.108  -0.222
2 C -0.489 -1.838 2.184  -0.279
3 C -1.345 -2.937 1.813  -0.053
4 H -0.578 -0.696 0.669  0.043
5 H 0.516 -2.085 0.319  0.123
6 H 1.099 -0.564 1.407  0.075
7 H -0.405 -1.698 3.338  0.113
8 H -2.127 -3.221 2.513  0.006
9 H -1.049 -3.774 1.092  0.061
10 H 0.768 -0.409 -2.906  0.027
11 H -0.036 0.542 -2.058  -0.036
12 O 0.349 -0.341 -2.014  -0.162
13 H 3.336 0.472 -0.168  -0.010
14 H 3.424 1.793 -1.057  -0.008
15 O 3.362 0.833 -1.052  -0.172
16 H -0.494 3.016 -2.619  -0.036
17 H -1.242 2.249 -3.729  -0.015
18 O -1.079 2.246 -2.767  -0.258
19 H -1.568 3.332 1.380  0.008
20 H -0.995 1.886 1.538  0.025
21 O -1.669 2.431 1.010  -0.232

Computed properties:
- multiplicity = 2
- total charge = -1
- LUMO level (spin up / spin down) (eV) = 3.4467 / 3.4378
- energy relative to the best compared isomer or geometry (same formula, charge and spin) (kJ/mol) = 250.45
- E (Eh) = -423.51709

=====

Record 3
# C25H38F7NO13P2S

4 unconnected molecules or ions with the total composition C25H38F7NO13P2S in a non-equilibrium geometry (ωB97M-V with the def2-TZVPD basis set, the OMol25 dataset).

Each line ends with the Löwdin charge.
Cartesian coordinates (Å):
1 C 5.269 -2.935 1.198  -0.104
2 C 5.932 -2.878 -0.209  -0.206
3 C 4.932 -2.676 -1.404  -0.133
4 C 3.640 -1.985 -1.026  -0.145
5 C 3.492 -0.654 -1.019  -0.184
6 P 4.841 0.534 -1.519  0.755
7 N 6.134 0.512 -0.620  -0.268
8 C 2.150 -0.064 -0.599  -0.334
9 O 1.918 1.046 -0.943  0.103
10 C 1.146 -0.875 0.219  -0.131
11 C 0.099 -0.068 0.979  -0.119
12 P -1.139 0.845 -0.052  0.482
13 O -2.281 1.102 0.823  -0.270
14 O -1.703 -0.023 -1.305  -0.112
15 O -0.612 2.316 -0.523  -0.126
16 C 1.280 -2.200 0.188  -0.106
17 S 0.145 -3.285 1.081  0.784
18 O 0.718 -4.594 1.079  -0.246
19 O -0.110 -2.892 2.438  -0.245
20 C -1.403 -3.433 0.039  -0.451
21 F -1.572 -4.718 -0.262  0.153
22 F -1.167 -2.810 -1.129  0.120
23 C -2.709 -2.979 0.742  -0.381
24 F -2.662 -1.729 1.198  0.161
25 F -2.936 -3.780 1.796  0.170
26 C -3.997 -3.083 -0.154  -0.568
27 F -3.902 -2.393 -1.274  0.194
28 F -4.989 -2.534 0.552  0.180
29 F -4.339 -4.335 -0.386  0.202
30 C 2.405 -2.806 -0.652  -0.315
31 O 2.358 -3.901 -1.073  0.173
32 H 6.087 -2.878 1.936  0.052
33 H 4.792 -3.915 1.378  0.085
34 H 4.604 -2.087 1.426  0.071
35 H 6.763 -2.156 -0.199  0.093
36 H 6.410 -3.864 -0.362  0.107
37 H 5.434 -2.029 -2.149  0.096
38 H 4.797 -3.652 -1.888  0.119
39 H 4.223 1.813 -1.591  0.007
40 H 5.096 0.195 -2.885  0.006
41 H 5.968 -0.169 0.122  -0.070
42 H -0.463 -0.637 1.731  0.085
43 H 0.651 0.716 1.534  0.132
44 H -1.008 -0.283 -1.934  0.088
45 H -0.415 2.267 -1.475  0.080
46 C -8.981 -1.542 -3.452  -0.067
47 C -7.916 -1.384 -4.517  -0.239
48 O -7.630 -0.005 -4.768  -0.005
49 C -6.754 0.724 -4.044  -0.525
50 C -6.245 0.174 -2.734  0.014
51 O -6.452 1.824 -4.416  0.113
52 H -8.657 -1.133 -2.494  0.067
53 H -9.230 -2.595 -3.311  0.080
54 H -9.886 -1.003 -3.738  0.083
55 H -7.003 -1.935 -4.281  0.112
56 H -8.285 -1.787 -5.460  0.121
57 H -6.870 0.547 -1.923  0.098
58 H -5.224 0.524 -2.588  0.089
59 H -6.207 -0.912 -2.695  0.060
60 C 7.252 1.777 5.774  -0.065
61 C 6.010 1.422 4.983  -0.233
62 O 6.340 1.004 3.654  0.008
63 C 6.683 -0.253 3.327  -0.507
64 C 7.017 -1.236 4.423  0.020
65 O 6.789 -0.556 2.168  0.081
66 H 7.912 0.917 5.895  0.067
67 H 6.983 2.148 6.764  0.082
68 H 7.825 2.546 5.254  0.086
69 H 5.393 0.676 5.485  0.114
70 H 5.389 2.311 4.869  0.123
71 H 8.094 -1.233 4.589  0.100
72 H 6.710 -2.229 4.099  0.081
73 H 6.504 -1.044 5.362  0.072
74 C -3.591 7.125 -0.339  -0.068
75 C -4.499 6.351 -1.272  -0.237
76 O -3.767 5.386 -2.030  0.000
77 C -3.474 4.149 -1.585  -0.517
78 C -3.664 3.822 -0.126  0.006
79 O -2.996 3.346 -2.345  0.091
80 H -3.120 6.473 0.397  0.067
81 H -4.153 7.896 0.191  0.080
82 H -2.787 7.602 -0.903  0.082
83 H -5.335 5.883 -0.749  0.114
84 H -4.935 7.034 -2.002  0.122
85 H -2.722 3.980 0.398  0.090
86 H -3.943 2.774 -0.045  0.077
87 H -4.453 4.392 0.360  0.071

Computed properties:
- LUMO level (eV) = -2.0856
- E (Eh) = -3788.21359

=====

Record 4
# C18H15AsS4TcTe

A molecular structure, C18H15AsS4TcTe (ωB97M-V with the def2-TZVPD basis set, the OMol25 dataset).

Each line ends with the Löwdin charge.
Cartesian coordinates (Å):
1 Tc 0.505 -1.857 0.382  0.379
2 S -0.093 -4.515 5.370  0.377
3 As -1.704 -3.666 4.658  0.235
4 S 0.105 -1.446 2.355  0.208
5 S -0.558 -3.411 -0.291  0.380
6 S -3.491 -3.021 4.191  0.357
7 C 4.921 -1.644 -0.632  0.028
8 C 4.072 -0.593 -0.320  -0.016
9 C 2.788 -0.881 0.132  -0.148
10 C 2.373 -2.232 0.137  -0.366
11 C 3.233 -3.300 -0.140  -0.039
12 C 4.512 -2.986 -0.537  0.004
13 H 5.937 -1.425 -0.934  0.141
14 H 4.419 0.430 -0.357  0.135
15 H 2.163 -0.056 0.496  0.078
16 H 2.887 -4.323 -0.097  0.125
17 H 5.211 -3.773 -0.789  0.140
18 Te -0.396 0.032 -1.340  1.595
19 C 0.263 1.788 -0.410  -0.528
20 C 1.005 2.631 -1.234  -0.132
21 C 1.378 3.876 -0.744  -0.032
22 C 1.020 4.253 0.541  -0.017
23 C 0.289 3.393 1.356  -0.036
24 C -0.099 2.150 0.885  -0.140
25 C -2.479 0.102 -1.208  -0.514
26 C -3.132 -0.031 -2.430  -0.130
27 C -4.509 0.145 -2.463  -0.031
28 C -5.200 0.439 -1.297  -0.018
29 C -4.529 0.557 -0.083  -0.042
30 C -3.156 0.389 -0.027  -0.125
31 H 1.282 2.345 -2.242  0.104
32 H 1.942 4.551 -1.374  0.130
33 H 1.311 5.225 0.916  0.131
34 H 0.017 3.698 2.358  0.126
35 H -0.671 1.486 1.520  0.068
36 H -2.596 -0.256 -3.345  0.105
37 H -5.036 0.058 -3.404  0.131
38 H -6.272 0.581 -1.332  0.130
39 H -5.080 0.791 0.818  0.123
40 H -2.634 0.495 0.915  0.086

Computed properties:
- total charge = +3
- LUMO level (eV) = -11.8134
- energy relative to the best compared isomer or geometry (same formula, charge and spin) (kJ/mol) = 0.00
- E (Eh) = -4871.08691

=====

Record 5
# C9H17P

C9H17P in the gas phase in a non-equilibrium geometry (ωB97M-V with the def2-TZVPD basis set, the OMol25 dataset).

Each line ends with the Löwdin charge.
Cartesian coordinates (Å):
1 C 1.011 3.149 0.530  -0.035
2 C 0.872 1.675 1.212  -0.375
3 C 0.599 1.773 2.777  -0.109
4 C -0.304 0.863 0.646  -0.216
5 C -0.099 0.622 -0.815  -0.309
6 C 1.077 -0.154 -1.351  -0.015
7 C -0.098 -0.744 -1.475  -0.441
8 P -1.033 -2.025 -2.283  0.882
9 C 0.225 -3.424 -1.952  -0.313
10 C -2.278 -2.383 -0.817  -0.275
11 H 0.455 3.969 1.076  0.093
12 H 0.450 3.102 -0.357  0.027
13 H 2.029 3.319 0.383  0.040
14 H 1.783 1.073 1.178  0.120
15 H -0.419 2.190 3.119  0.098
16 H 1.256 2.263 3.465  0.048
17 H 0.635 0.736 3.083  0.048
18 H -1.319 1.445 0.865  0.154
19 H -0.311 -0.038 1.392  0.132
20 H -0.733 1.327 -1.367  0.117
21 H 2.193 -0.233 -1.751  0.142
22 H -0.166 -4.326 -2.440  0.012
23 H 0.276 -3.638 -0.847  0.048
24 H 1.216 -3.178 -2.442  0.047
25 H -2.475 -3.455 -0.992  0.018
26 H -3.185 -1.773 -0.939  0.021
27 H -1.658 -2.135 0.102  0.042

Computed properties:
- LUMO level (eV) = 0.9520
- energy relative to the best compared isomer or geometry (same formula, charge and spin) (kJ/mol) = 145.26
- E (Eh) = -694.32364

=====

Record 6
# C17H48BaF6O13

A molecular structure, C17H48BaF6O13 in a non-equilibrium geometry (ωB97M-V with the def2-TZVPD basis set, the OMol25 dataset).

Each line ends with the Löwdin charge.
Cartesian coordinates (Å):
1 Ba -3.009 3.939 -0.597  1.904
2 C -5.276 0.778 -5.535  -0.511
3 O -4.186 0.325 -4.783  -0.125
4 O -5.197 2.176 -5.495  -0.285
5 C -5.261 0.058 -6.942  -0.540
6 F -6.036 -1.084 -7.016  0.067
7 F -5.735 0.818 -7.930  0.128
8 F -4.027 -0.355 -7.253  0.126
9 C -4.301 -0.970 -4.151  -0.234
10 C -2.939 -1.403 -3.557  -0.082
11 H -2.879 -2.425 -3.179  0.066
12 H -2.111 -1.352 -4.268  0.065
13 H -2.586 -0.748 -2.758  0.041
14 H -4.638 -1.753 -4.830  0.110
15 H -4.952 -0.847 -3.282  0.106
16 H -6.208 0.485 -5.036  0.125
17 C -0.382 1.405 1.160  -0.419
18 O 0.292 0.374 0.514  -0.127
19 O -1.322 1.899 0.257  -0.402
20 C -0.871 1.106 2.631  -0.516
21 F 0.166 0.831 3.435  0.149
22 F -1.483 2.182 3.145  0.120
23 F -1.793 0.109 2.768  0.133
24 C -0.263 -0.922 0.232  -0.201
25 C 0.858 -1.946 -0.049  -0.035
26 H 1.517 -2.049 0.812  0.058
27 H 0.429 -2.927 -0.253  0.073
28 H 1.312 -1.548 -0.958  0.079
29 H -0.977 -0.878 -0.592  0.113
30 H -0.822 -1.322 1.081  0.103
31 H 0.419 2.145 1.260  0.126
32 C 2.945 -5.252 0.359  -0.127
33 O 1.686 -5.696 -0.199  -0.124
34 H 2.764 -4.408 1.026  0.049
35 H 3.548 -6.039 0.809  0.091
36 H 3.590 -4.671 -0.308  0.086
37 H 2.047 -6.127 -0.981  0.094
38 C 1.617 4.328 -0.772  -0.165
39 O 0.925 5.433 -1.246  -0.100
40 H 2.021 3.681 -1.556  0.095
41 H 2.459 4.629 -0.151  0.075
42 H 0.979 3.656 -0.189  0.058
43 H 0.165 5.216 -1.787  0.063
44 C 4.493 -2.678 2.129  -0.144
45 O 5.240 -1.447 2.312  -0.127
46 H 3.694 -2.645 2.871  0.069
47 H 3.958 -2.686 1.177  0.048
48 H 5.184 -3.516 2.189  0.084
49 H 4.577 -0.793 2.068  0.015
50 C 3.348 1.381 1.717  -0.127
51 O 2.917 0.115 1.199  -0.141
52 H 2.905 1.448 2.715  0.084
53 H 4.416 1.379 1.935  0.088
54 H 3.050 2.238 1.113  0.061
55 H 1.953 0.201 1.116  0.028
56 C -1.338 -5.624 0.641  -0.150
57 O -0.337 -5.499 1.631  -0.135
58 H -1.565 -4.655 0.192  0.074
59 H -1.064 -6.409 -0.066  0.080
60 H -2.308 -5.953 1.019  0.079
61 H 0.515 -5.612 1.192  0.030
62 C 0.103 0.685 -2.951  -0.135
63 O -1.041 1.446 -2.593  -0.166
64 H -0.164 -0.260 -3.425  0.072
65 H 0.578 1.259 -3.749  0.081
66 H 0.756 0.639 -2.080  0.074
67 H -1.133 1.423 -1.633  -0.013
68 C 0.375 -2.515 3.960  -0.174
69 O -0.594 -2.969 3.085  -0.118
70 H 0.577 -3.186 4.798  0.081
71 H 1.274 -2.350 3.355  0.063
72 H 0.130 -1.533 4.365  0.065
73 H -0.264 -3.686 2.534  0.040
74 C 2.749 4.906 2.833  -0.172
75 O 3.763 4.532 3.737  -0.106
76 H 2.362 4.071 2.253  0.043
77 H 1.909 5.400 3.325  0.074
78 H 3.253 5.563 2.118  0.082
79 H 4.053 5.282 4.260  0.080
80 C -2.037 5.133 2.759  -0.111
81 O -1.617 5.108 1.385  -0.346
82 H -2.289 6.114 3.159  0.095
83 H -2.889 4.470 2.901  0.084
84 H -1.158 4.718 3.252  0.090
85 H -0.821 5.650 1.367  0.091

Computed properties:
- LUMO level (eV) = -2.7411
- energy relative to the best compared isomer or geometry (same formula, charge and spin) (kJ/mol) = 0.00
- E (Eh) = -2279.04084

=====

E of number 4 (C18H15AsS4TcTe)? -4871.08691 Eh

=====

Which of these has the highest E? C4H7NO